Computed, not measured: a structure of composition CH12Na4O9 in a non-equilibrium geometry, with the ωB97M-V functional and the def2-TZVPD basis.

Summary:
- LUMO level: -9.25 eV
- Relative energy (zero: lowest compared OMol25 entry of this formula, charge and spin): 312.2 kJ/mol
- Highest occupied orbital energy: -15.25 eV
- Kohn-Sham gap: 0.2204 Eh
- Calculated total energy: -37313.1511 eV

Geometry as ORCA input:
```
! wB97M-V def2-TZVPD RIJCOSX def2/J DEFGRID3
* xyz 2 1
Na -9.273 18.508 -5.606
Na -8.203 18.373 -0.713
Na -11.985 17.431 -3.967
Na -11.400 18.867 -0.599
C -9.261 16.807 -2.729
O -8.071 16.560 -2.424
O -10.102 17.075 -1.717
O -9.673 16.752 -3.969
O -8.403 15.441 -6.374
H -7.540 15.832 -6.186
H -8.868 15.503 -5.529
O -5.947 15.007 -0.965
H -6.516 15.020 -0.190
H -6.364 15.581 -1.613
O -11.858 14.694 -3.039
H -11.030 15.155 -3.225
H -12.267 15.133 -2.284
O -8.324 13.623 -3.133
H -8.159 14.563 -3.033
H -8.457 13.284 -2.242
O -10.841 14.881 -0.061
H -10.506 15.517 -0.709
H -10.693 15.267 0.808
O -5.754 16.746 -4.010
H -5.281 17.493 -3.633
H -6.528 16.579 -3.451
*
```

Computed, not measured: a cluster of 5 separate species, CH12O4 in total in a non-equilibrium geometry, with the ωB97M-V functional and the def2-TZVPD basis.

Summary:
- LUMO level: 0.28 eV
- Relative energy (zero: lowest compared OMol25 entry of this formula, charge and spin): 120.0 kJ/mol
- Highest occupied orbital energy: -11.07 eV
- SMILES string: C.O.O.O.O
- Kohn-Sham gap: 0.4174 Eh
- Calculated total energy: -9421.0844 eV

Geometry as ORCA input:
```
! wB97M-V def2-TZVPD RIJCOSX def2/J DEFGRID3
* xyz 0 1
C 0.673 -4.144 0.977
H 1.100 -5.140 1.081
H 0.694 -3.483 0.112
H -0.458 -4.276 1.165
H 0.988 -3.406 1.825
O 0.502 2.414 1.129
H 0.904 1.724 1.626
H -0.476 2.196 1.229
O -0.520 0.649 -1.682
H 0.018 1.598 -1.717
H 0.262 0.101 -1.854
O -2.228 0.607 0.495
H -1.607 0.545 -0.249
H -2.700 1.485 0.398
O 0.592 3.245 -1.643
H 0.860 2.846 -0.697
H 1.398 3.040 -2.196
*
```

Computed, not measured: a cluster of 5 separate species, CH12O4S in total in a non-equilibrium geometry, with the ωB97M-V functional and the def2-TZVPD basis.

Summary:
- LUMO level: 0.64 eV
- Relative energy (zero: lowest compared OMol25 entry of this formula, charge and spin): 58.4 kJ/mol
- Highest occupied orbital energy: -9.02 eV
- SMILES string: CS.O.O.O.O
- Kohn-Sham gap: 0.3548 Eh
- Calculated total energy: -20256.7103 eV

Geometry as ORCA input:
```
! wB97M-V def2-TZVPD RIJCOSX def2/J DEFGRID3
* xyz 0 1
C 0.586 -2.274 2.446
S 0.357 -2.674 0.700
H 1.123 -1.332 2.518
H 1.070 -3.081 2.982
H -0.393 -2.071 2.883
H 0.970 -3.852 0.708
O -0.426 3.102 0.187
H 0.212 3.731 -0.154
H -0.750 2.584 -0.554
O -1.006 -1.375 -1.989
H -1.243 -1.966 -2.708
H -0.706 -1.974 -1.294
O -1.638 2.081 -2.411
H -1.349 1.803 -3.271
H -2.602 2.028 -2.380
O 1.941 1.402 0.973
H 1.181 1.878 0.579
H 2.675 1.989 0.786
*
```

Computed, not measured: a cluster of 5 separate species, CH12O4S2 in total in a non-equilibrium geometry, with the ωB97M-V functional and the def2-TZVPD basis.

Summary:
- LUMO level: -0.01 eV
- Relative energy (zero: lowest compared OMol25 entry of this formula, charge and spin): 118.9 kJ/mol
- Highest occupied orbital energy: -8.90 eV
- SMILES string: CSS.O.O.O.O
- Kohn-Sham gap: 0.3266 Eh
- Calculated total energy: -31091.6096 eV

Geometry as ORCA input:
```
! wB97M-V def2-TZVPD RIJCOSX def2/J DEFGRID3
* xyz 0 1
C -2.095 0.618 -1.360
S -0.517 1.350 -0.795
S 0.558 0.850 -2.484
H -2.296 1.102 -2.296
H -1.978 -0.439 -1.690
H -2.974 0.652 -0.641
H 1.602 1.536 -2.177
O 0.103 1.278 2.402
H -0.748 1.665 2.488
H 0.051 1.153 1.476
O -0.457 -2.745 2.673
H 0.300 -2.469 2.148
H -0.515 -3.726 2.680
O 0.026 -2.119 -0.333
H 0.632 -2.181 -1.093
H 0.202 -1.218 0.024
O 2.017 -0.754 2.166
H 1.425 -0.109 2.685
H 2.713 -0.156 1.759
*
```

Computed, not measured: a cluster of 5 separate species, CH12O5 in total, with the ωB97M-V functional and the def2-TZVPD basis.

Summary:
- LUMO level: 0.31 eV
- Relative energy (zero: lowest compared OMol25 entry of this formula, charge and spin): 54.7 kJ/mol
- Highest occupied orbital energy: -10.99 eV
- SMILES string: CO.O.O.O.O
- Kohn-Sham gap: 0.4154 Eh
- Calculated total energy: -11468.9183 eV

Geometry as ORCA input:
```
! wB97M-V def2-TZVPD RIJCOSX def2/J DEFGRID3
* xyz 0 1
C 3.551 -1.008 -0.256
O 2.178 -0.716 -0.193
H 3.723 -2.029 -0.592
H 3.978 -0.953 0.748
H 4.000 -0.287 -0.928
H 1.834 -1.163 0.585
O -1.651 3.224 0.813
H -1.126 2.477 0.491
H -1.043 3.965 0.882
O -0.923 -1.773 -1.658
H -1.741 -2.048 -1.228
H -0.209 -2.019 -1.062
O -0.440 0.799 -0.272
H 0.400 1.152 -0.584
H -0.734 0.298 -1.049
O -2.330 -0.664 1.534
H -1.510 -0.562 1.030
H -2.752 0.177 1.314
*
```

Computed, not measured: a cluster of 5 separate species, CH12O5 in total in a non-equilibrium geometry, with the ωB97M-V functional and the def2-TZVPD basis.

Summary:
- LUMO level: 0.48 eV
- Relative energy (zero: lowest compared OMol25 entry of this formula, charge and spin): 143.1 kJ/mol
- Highest occupied orbital energy: -10.68 eV
- SMILES string: CO.O.O.O.O
- Kohn-Sham gap: 0.4102 Eh
- Calculated total energy: -11468.0023 eV

Geometry as ORCA input:
```
! wB97M-V def2-TZVPD RIJCOSX def2/J DEFGRID3
* xyz 0 1
C -1.792 -1.795 -0.967
O -1.214 -0.467 -1.224
H -1.936 -1.927 0.061
H -2.638 -2.278 -1.438
H -0.934 -2.437 -1.059
H -1.536 -0.219 -2.057
O -1.331 1.369 1.333
H -0.651 1.958 0.944
H -1.727 0.839 0.629
O 1.524 0.791 0.247
H 1.627 0.251 1.075
H 0.944 0.192 -0.121
O 1.387 0.469 -2.506
H 1.394 -0.141 -3.242
H 2.102 0.280 -1.811
O 1.230 -0.328 2.946
H 0.388 -0.748 2.842
H 0.946 0.338 3.611
*
```